Entry 1:
The following is a quantum chemistry calculation of 2 unconnected molecules or ions with the total composition C3Cl3FO, from the Open Molecules 2025 dataset.

* 2S+1: 1
* molar mass: 177.39 g/mol
* HOMO-LUMO gap: 8.34 eV
* energy: -45438.439 eV
* LUMO level: -0.79 eV
* charge: 0
* HOMO energy: -9.14 eV

Cartesian coordinates (Å):
C: -0.83295 0.86644 0.05293
C: 1.53163 0.84910 -0.63075
C: -0.59926 0.15992 1.13702
O: -0.28696 -0.46593 2.05995
F: 1.29455 0.23207 -1.88834
Cl: -1.39352 2.50228 0.21738
Cl: 2.47334 -0.25328 0.23236
Cl: -1.40090 0.07038 -1.36580

Forces on atoms 1 to 6 (eV/Å):
-1.26 0.62 -0.77
-0.25 0.01 -2.95
0.27 -0.94 1.25
-0.13 0.47 -0.66
0.70 1.01 2.34
0.55 -0.15 0.21

---

Entry 2:
The following is a quantum chemistry calculation of a molecular structure, C3CrO, from the Open Molecules 2025 dataset.

* 2S+1: 5
* molar mass: 104.03 g/mol
* HOMO-LUMO gap (alpha / beta): 7.80 / 9.02 eV
* energy: -33550.723 eV
* LUMO level (alpha / beta): -13.37 / -12.38 eV
* charge: +2
* HOMO energy (alpha / beta): -21.17 / -21.39 eV

Cartesian coordinates (Å):
C: 1.79122 -0.45153 -0.01932
C: 0.29945 -0.15293 0.22676
O: 1.10061 -1.23280 0.66050
C: -0.76309 0.38078 -0.16601
Cr: -2.42818 1.45648 -0.70192

Forces on the atoms, in the same order (eV/Å):
1.01 -0.76 0.37
-3.18 0.95 -1.03
0.64 0.42 -0.22
1.20 -0.40 0.77
0.34 -0.21 0.11

---

Entry 3:
The following is a quantum chemistry calculation of 2 unconnected molecules or ions with the total composition C3F2IN, from the Open Molecules 2025 dataset.

* 2S+1: 1
* molar mass: 214.94 g/mol
* HOMO-LUMO gap (alpha / beta): 6.74 / 6.92 eV
* energy: -18129.328 eV
* LUMO level (alpha / beta): -2.65 / -2.49 eV
* charge: 0
* HOMO energy (alpha / beta): -9.39 / -9.41 eV

Cartesian coordinates (Å):
C: -0.36629 1.42173 0.35377
C: -0.91869 0.10871 0.51144
C: 0.46306 -1.48211 -0.71375
N: 0.17071 2.39958 0.53552
F: -2.19454 0.02230 0.14093
F: 0.83210 -0.50886 -1.47140
I: 2.01365 -1.96136 0.64349

Forces on atoms 1 to 6 (eV/Å):
-1.95 -2.15 -0.44
-1.22 -1.34 -0.39
-0.87 -0.11 0.51
1.58 2.67 0.34
1.59 0.59 0.37
0.56 0.40 -0.44

---

Entry 4:
The following is a quantum chemistry calculation of a gas-phase ion, C3F3O2 (charge -1), from the Open Molecules 2025 dataset.

* 2S+1: 1
* molar mass: 125.02 g/mol
* HOMO-LUMO gap: 8.84 eV
* energy: -15357.092 eV
* LUMO level: 3.84 eV
* charge: -1
* HOMO energy: -5.00 eV
* SMILES: [O-]C(F)(F)OC#CF

Cartesian coordinates (Å):
O: -0.50618 -0.27916 -1.85692
C: 0.14917 -0.89136 -1.05504
F: 1.32385 -1.49224 -1.56659
F: -0.34160 -2.06662 -0.37012
O: 0.74949 -0.09237 0.16348
C: 0.07628 0.76217 0.84868
C: -0.30501 1.74417 1.48895
F: -1.14599 2.31541 2.34757

Forces on atoms 1 to 6 (eV/Å):
-0.68 0.03 0.65
0.62 -1.10 -0.46
0.39 0.65 0.38
-0.58 1.10 -0.09
0.20 -0.04 0.30
-0.31 0.76 0.21

---

Entry 5:
The following is a quantum chemistry calculation of a gas-phase ion, C3F3O3 (charge -1), from the Open Molecules 2025 dataset.

* 2S+1: 3
* molar mass: 141.02 g/mol
* HOMO-LUMO gap (alpha / beta): 5.38 / 9.24 eV
* energy: -17403.090 eV
* LUMO level (alpha / beta): 4.26 / 3.09 eV
* charge: -1
* HOMO energy (alpha / beta): -1.12 / -6.14 eV

Cartesian coordinates (Å):
C: 0.22054 0.87905 -0.06124
C: -0.83730 0.53519 -1.52472
C: 0.57923 -1.30893 1.11027
O: -0.22958 -1.21399 1.95139
O: 0.98554 -0.48248 0.23123
O: 0.76538 1.83504 0.26486
F: -1.19536 1.73859 -1.91825
F: -1.98551 -0.00422 -0.92699
F: 1.19329 -2.51166 0.97354

Forces on atoms 1 to 6 (eV/Å):
-5.19 -5.83 -0.55
0.61 0.11 2.95
0.01 0.34 -1.00
-1.60 0.26 1.95
1.25 -0.38 -1.42
3.19 5.08 0.20

---

Entry 6:
The following is a quantum chemistry calculation of a molecular structure, C3F9KO9S3, from the Open Molecules 2025 dataset.

* 2S+1: 1
* molar mass: 486.31 g/mol
* HOMO-LUMO gap: 8.83 eV
* energy: -94833.144 eV
* LUMO level: 4.44 eV
* charge: -2
* HOMO energy: -4.39 eV

Cartesian coordinates (Å):
K: 11.88659 12.15502 -12.84822
C: 9.46610 13.34170 -16.07547
F: 9.20156 12.51308 -17.10608
F: 8.88941 14.53255 -16.34839
F: 8.85865 12.82989 -14.97734
S: 11.27358 13.52736 -15.79490
O: 11.33396 14.37210 -14.61598
O: 11.69351 12.16963 -15.52084
O: 11.71651 14.13685 -17.01162
C: 12.38043 7.82253 -14.57772
F: 12.41833 6.52645 -14.96004
F: 13.46335 8.41270 -15.09887
F: 11.29908 8.36931 -15.16750
S: 12.31098 7.98892 -12.74435
O: 12.22259 9.42851 -12.57837
O: 11.10326 7.26001 -12.42503
O: 13.55345 7.38841 -12.32245
C: 14.36445 14.44977 -9.23698
F: 13.28326 14.08104 -8.51999
F: 14.26045 15.78019 -9.43346
F: 15.43604 14.25917 -8.45282
S: 14.48312 13.52471 -10.82141
O: 14.19493 12.16467 -10.41978
O: 13.44309 14.13925 -11.62850
O: 15.83392 13.79673 -11.24987

Forces on atoms 1 to 6 (eV/Å):
0.37 -0.13 0.12
-0.12 -0.09 0.03
-0.05 0.26 0.27
0.00 -0.40 0.10
0.03 0.19 -0.36
-0.06 0.34 0.67

---

Question: Among the records above, which one has the lowest charge?
Answer: C3F9KO9S3

---

Question: Look up the molar mass of the fourth one.
Answer: 125.02 g/mol

---

Repeat the first record exactly.
The following is a quantum chemistry calculation of 2 unconnected molecules or ions with the total composition C3Cl3FO, from the Open Molecules 2025 dataset.

* 2S+1: 1
* molar mass: 177.39 g/mol
* HOMO-LUMO gap: 8.34 eV
* energy: -45438.439 eV
* LUMO level: -0.79 eV
* charge: 0
* HOMO energy: -9.14 eV

Cartesian coordinates (Å):
C: -0.83295 0.86644 0.05293
C: 1.53163 0.84910 -0.63075
C: -0.59926 0.15992 1.13702
O: -0.28696 -0.46593 2.05995
F: 1.29455 0.23207 -1.88834
Cl: -1.39352 2.50228 0.21738
Cl: 2.47334 -0.25328 0.23236
Cl: -1.40090 0.07038 -1.36580

Forces on atoms 1 to 6 (eV/Å):
-1.26 0.62 -0.77
-0.25 0.01 -2.95
0.27 -0.94 1.25
-0.13 0.47 -0.66
0.70 1.01 2.34
0.55 -0.15 0.21

---

Question: The lowest charge belongs to which entry?
Answer: C3F9KO9S3